{"formula": "C4H8N2O2", "method": "ωB97M-V/def2-TZVPD", "species": ["C", "N", "N", "O", "H", "H", "H", "H", "C", "C", "C", "O", "H", "H", "H", "H"], "coordinates": [[1.0632, -0.0706, -0.0224], [0.4642, -1.2569, -0.8352], [0.9236, -0.4527, 1.3708], [2.0339, 0.4921, -0.5168], [1.0126, 0.3902, 1.9281], [0.7902, -1.1924, -1.7984], [0.6237, -2.1919, -0.4632], [1.7251, -1.0372, 1.6030], [-1.0461, -0.7301, -0.7810], [-0.4604, 0.9689, -0.3499], [-1.0807, 1.6214, 0.6452], [-1.6680, -0.7480, -1.8311], [-1.4247, -1.0617, 0.1928], [-0.2547, 1.4866, -1.2828], [-1.3212, 1.1219, 1.5788], [-1.3807, 2.6605, 0.5620]], "forces_ev_per_a": [[0.128, -0.287, -0.118], [-0.149, 0.287, 0.064], [-0.111, 0.092, -0.190], [-0.460, -0.159, 0.116], [0.002, -0.009, -0.032], [-0.022, 0.029, 0.043], [-0.021, 0.094, -0.001], [-0.027, 0.039, -0.044], [0.211, -0.249, -0.143], [-0.102, 0.191, 0.216], [0.160, -0.204, -0.243], [0.321, 0.110, 0.324], [0.046, 0.090, 0.031], [-0.008, 0.030, 0.003], [0.013, -0.021, -0.006], [0.019, -0.033, -0.020]], "homo_ev": -9.1456, "orbital_gap_ev": 8.73, "energy_ha": -417.08297, "lumo_energy_ev": -0.42}

=====

{"formula": "C19H21AuO2S6", "method": "ωB97M-V/def2-TZVPD", "species": ["Au", "S", "C", "C", "C", "C", "C", "C", "S", "H", "H", "H", "H", "C", "C", "S", "C", "C", "S", "C", "C", "S", "H", "H", "H", "H", "H", "H", "H", "H", "H", "H", "H", "H", "O", "C", "O", "C", "C", "C", "C", "S", "C", "C", "H", "H", "H", "H", "H"], "coordinates": [[0.5404, -0.4232, 1.1779], [0.6744, 0.4613, 3.3770], [2.3828, 0.2649, 3.7347], [2.8190, 0.3052, 5.0587], [4.1641, 0.1709, 5.3587], [5.0870, -0.0115, 4.3342], [4.6535, -0.0616, 3.0217], [3.2998, 0.0915, 2.7208], [2.8117, 0.1297, 1.0336], [2.0813, 0.4296, 5.8436], [4.4934, 0.1949, 6.3896], [6.1390, -0.1253, 4.5615], [5.3562, -0.2141, 2.2105], [-2.9555, -1.9051, -0.6358], [-3.0692, -2.2169, 0.8567], [-1.7548, -1.6257, 1.9846], [-2.5360, -0.2023, 2.7788], [-2.8924, 0.9630, 1.8679], [-1.4617, 1.6615, 0.9919], [-2.1567, 1.9344, -0.6641], [-2.2854, 0.7097, -1.5546], [-3.7168, -0.3541, -1.1904], [-3.4780, -2.6880, -1.1861], [-1.9141, -1.9128, -0.9480], [-3.0283, -3.2984, 0.9902], [-4.0140, -1.8571, 1.2667], [-1.8210, 0.0890, 3.5471], [-3.4403, -0.5615, 3.2728], [-3.3265, 1.7589, 2.4737], [-3.6118, 0.6598, 1.1115], [-1.4590, 2.6367, -1.1249], [-3.1133, 2.4435, -0.5382], [-1.3947, 0.0964, -1.4940], [-2.4035, 1.0360, -2.5890], [1.5959, 1.9932, -6.1291], [0.5575, 1.1737, -5.8361], [-0.3580, 1.0693, -6.6008], [0.6422, 0.4323, -4.5408], [1.2473, 0.9711, -3.4102], [1.2646, 0.2713, -2.2140], [0.6822, -0.9951, -2.1304], [0.6357, -1.9438, -0.6451], [0.0883, -1.5387, -3.2744], [0.0583, -0.8263, -4.4602], [2.2936, 1.8968, -5.4686], [1.6833, 1.9650, -3.4369], [1.7235, 0.7121, -1.3377], [-0.3591, -2.5241, -3.2168], [-0.4249, -1.2360, -5.3382]], "forces_ev_per_a": [[0.323, -0.543, 0.577], [-0.072, -0.118, -0.397], [-0.137, 0.080, 0.389], [-0.083, 0.040, 0.019], [-0.052, 0.012, -0.029], [-0.020, 0.020, 0.008], [0.009, -0.008, -0.148], [0.350, -0.018, -0.113], [-0.610, -0.263, -0.188], [0.084, 0.006, 0.018], [-0.026, -0.002, -0.015], [-0.016, -0.007, -0.022], [0.011, -0.026, 0.049], [-0.123, 0.172, 0.064], [0.223, -0.007, -0.113], [0.219, 0.346, -0.020], [-0.072, -0.066, -0.094], [0.114, 0.086, 0.005], [-0.093, 0.129, -0.187], [0.061, -0.056, 0.128], [-0.228, 0.086, 0.033], [0.031, -0.072, -0.077], [0.031, -0.056, 0.043], [0.011, -0.076, -0.044], [-0.077, -0.002, -0.003], [0.006, -0.056, 0.025], [-0.091, 0.011, 0.070], [0.026, 0.007, 0.051], [-0.041, -0.035, 0.034], [-0.048, -0.013, 0.080], [-0.039, 0.028, 0.006], [0.021, 0.052, -0.085], [0.102, -0.019, -0.037], [0.052, 0.003, -0.011], [-0.008, 0.034, 0.077], [0.041, -0.016, 0.029], [-0.008, -0.039, -0.038], [0.011, 0.069, -0.037], [0.046, 0.018, 0.093], [-0.033, -0.034, -0.022], [0.022, 0.065, -0.028], [0.173, 0.342, -0.004], [0.058, 0.007, 0.013], [-0.050, -0.108, 0.014], [-0.037, -0.025, -0.041], [-0.010, -0.023, 0.005], [-0.029, 0.022, -0.068], [-0.023, 0.039, -0.031], [0.003, 0.014, 0.022]], "homo_ev": -7.8609, "orbital_gap_ev": 5.99, "energy_ha": -3411.94077, "lumo_energy_ev": -1.87}